(1)
64
Properties=species:S:1:pos:R:3 method="wB97M-V/def2-TZVPD" total_charge=-1 spin_multiplicity=1 e_above_lowest_kcal_mol=11.1 fmax_ev_per_a=1.64 gap_ev=5.795 mol_weight_g_mol=650.25
Pt 0.183 -0.166 0.014
C 3.324 -2.582 0.218
Si 3.572 -0.729 0.066
C 4.645 -0.576 -1.486
C 4.606 -0.355 1.610
N 2.173 0.294 -0.011
C 2.383 1.674 -0.017
C 3.643 2.280 -0.037
C 3.814 3.661 0.010
C 2.703 4.476 0.085
C 1.438 3.896 0.090
C 1.240 2.513 0.019
N -0.008 1.896 -0.018
Si -1.396 2.915 -0.119
C -1.312 4.079 -1.611
C -1.685 3.918 1.459
C -3.057 2.087 -0.418
H 4.338 -2.976 0.347
H 2.887 -3.053 -0.659
H 2.733 -2.883 1.082
H 5.404 -1.364 -1.494
H 5.149 0.383 -1.603
H 4.008 -0.723 -2.363
H 5.368 -1.130 1.740
H 3.946 -0.393 2.481
H 5.104 0.613 1.618
H 4.531 1.670 -0.087
H 4.814 4.079 -0.003
H 2.801 5.554 0.137
H 0.585 4.556 0.156
H -0.543 4.847 -1.560
H -2.279 4.574 -1.746
H -1.117 3.479 -2.504
H -0.945 4.700 1.634
H -1.655 3.242 2.318
H -2.675 4.386 1.436
H -3.071 1.498 -1.334
H -3.762 2.914 -0.552
H -3.428 1.476 0.401
C -4.465 -1.375 0.563
C -3.703 -0.941 1.633
C -2.391 -0.565 1.413
N -1.822 -0.594 0.204
C -2.558 -1.023 -0.828
C -3.874 -1.419 -0.689
H -5.491 -1.688 0.701
H -4.107 -0.899 2.635
H -1.752 -0.226 2.218
H -2.043 -1.076 -1.777
H -4.415 -1.769 -1.556
Cl -0.595 -3.472 -2.951
C -1.359 -3.819 -1.411
C -2.465 -4.649 -1.420
C -3.141 -4.923 -0.241
C -2.671 -4.344 0.937
C -1.560 -3.530 0.931
C -0.826 -3.231 -0.243
C 0.348 -2.421 -0.222
H -2.798 -5.068 -2.362
H -4.004 -5.576 -0.241
H -3.180 -4.537 1.875
H -1.204 -3.106 1.864
H 0.954 -2.364 -1.108
H 0.667 -2.115 0.776

---

(2)
66
Properties=species:S:1:pos:R:3 method="wB97M-V/def2-TZVPD" spin_multiplicity=1 e_above_lowest_kcal_mol=3.1 fmax_ev_per_a=1.43 gap_ev=8.276 smiles="CCCCCCCCn1c(N2CCN(c3cccc(Cl)c3)CC2)nc2c1c(=O)[nH]c(=O)n2C" mol_weight_g_mol=473.02
C -6.298 -4.088 1.226
C -6.089 -3.542 -0.181
C -4.947 -4.228 -0.933
C -3.569 -4.081 -0.286
C -3.106 -2.630 -0.177
C -1.661 -2.541 0.312
H -0.997 -3.007 -0.422
H -1.569 -3.108 1.241
C -1.201 -1.108 0.574
H -0.219 -1.123 1.053
H -1.898 -0.621 1.260
C -1.121 -0.284 -0.711
N -0.661 1.062 -0.455
C 0.464 1.532 0.146
N 0.419 2.846 0.360
C -0.776 3.245 -0.116
C -1.480 2.169 -0.633
C -2.778 2.317 -1.201
O -3.506 1.469 -1.684
N -3.175 3.656 -1.142
C -2.510 4.761 -0.646
O -3.005 5.865 -0.680
N -1.262 4.517 -0.117
C -0.476 5.599 0.430
H 0.452 5.705 -0.132
H -1.068 6.509 0.355
H -0.235 5.388 1.472
H -4.092 3.857 -1.524
N 1.501 0.761 0.598
C 2.484 1.468 1.408
H 1.962 2.197 2.024
C 3.513 2.166 0.509
N 4.165 1.224 -0.375
C 5.334 0.583 -0.003
C 6.044 -0.166 -0.951
C 7.238 -0.769 -0.617
C 7.787 -0.651 0.650
C 7.099 0.104 1.583
C 5.895 0.707 1.274
H 5.392 1.269 2.045
H 7.504 0.214 2.578
H 8.721 -1.129 0.893
Cl 8.074 -1.687 -1.824
H 5.683 -0.259 -1.962
C 3.185 0.538 -1.188
H 3.662 -0.191 -1.841
C 2.157 -0.181 -0.293
H 1.427 -0.699 -0.909
H 2.677 -0.916 0.331
H 2.666 1.280 -1.806
H 4.253 2.706 1.097
H 2.976 2.890 -0.112
H 2.973 0.724 2.043
H -0.474 -0.778 -1.444
H -2.113 -0.181 -1.155
H -3.746 -2.089 0.521
H -3.201 -2.154 -1.154
H -3.575 -4.538 0.705
H -2.848 -4.635 -0.894
H -4.904 -3.817 -1.945
H -5.175 -5.294 -1.020
H -7.007 -3.689 -0.756
H -5.906 -2.468 -0.134
H -5.447 -3.863 1.865
H -7.183 -3.643 1.675
H -6.433 -5.168 1.200

---

(3)
68
Properties=species:S:1:pos:R:3 method="wB97M-V/def2-TZVPD" total_charge=+1 spin_multiplicity=4 e_above_lowest_kcal_mol=0.0 fmax_ev_per_a=0.39 gap_ev="8.649 / 9.173" mol_weight_g_mol=613.72
Co 0.692 0.730 0.143
C 1.633 3.073 2.960
C 0.391 2.270 3.334
S 0.278 0.564 2.748
C 1.664 -0.310 3.499
C 3.052 -0.027 2.934
S 3.103 -0.164 1.130
C 4.188 1.207 0.685
C 3.803 2.588 1.222
S 2.034 2.992 1.189
H 2.494 2.747 3.540
H 1.451 4.115 3.224
H -0.498 2.736 2.903
H 0.260 2.274 4.417
H 1.410 -1.362 3.357
H 1.654 -0.127 4.575
H 3.753 -0.744 3.360
H 3.395 0.965 3.217
H 4.160 1.210 -0.404
H 5.209 0.974 0.986
H 4.318 3.333 0.616
H 4.156 2.728 2.244
O -2.629 3.303 0.059
C -1.942 2.319 0.250
O -0.660 2.255 -0.019
C -2.542 1.037 0.840
P -1.583 -0.358 0.166
C -2.274 -0.586 -1.499
C -1.610 -0.010 -2.580
C -2.131 -0.125 -3.862
C -3.313 -0.819 -4.071
C -3.982 -1.395 -2.997
C -3.466 -1.278 -1.716
C -2.068 -1.855 1.067
C -1.775 -3.094 0.491
C -2.034 -4.270 1.174
C -2.585 -4.225 2.449
C -2.877 -3.002 3.030
C -2.619 -1.821 2.345
H -3.607 0.988 0.626
H -2.410 1.075 1.924
H -0.683 0.533 -2.427
H -1.610 0.327 -4.697
H -3.719 -0.912 -5.071
H -4.908 -1.932 -3.158
H -3.991 -1.730 -0.883
H -1.365 -3.136 -0.514
H -1.815 -5.224 0.710
H -2.793 -5.144 2.983
H -3.317 -2.962 4.019
H -2.859 -0.876 2.814
N 2.106 3.916 -3.391
C 1.426 3.304 -2.409
N 0.397 3.917 -1.858
S 1.937 1.739 -1.935
H 1.837 4.819 -3.743
H 2.861 3.427 -3.831
H 0.102 4.829 -2.167
H -0.135 3.428 -1.125
C 0.717 -3.508 -3.406
C 1.521 -3.371 -2.109
C 1.325 -2.058 -1.501
N 1.109 -1.043 -1.022
H 0.859 -4.506 -3.816
H 1.047 -2.780 -4.145
H -0.347 -3.354 -3.225
H 2.590 -3.504 -2.282
H 1.216 -4.112 -1.368

---

(4)
62
Properties=species:S:1:pos:R:3 method="wB97M-V/def2-TZVPD" spin_multiplicity=1 e_above_lowest_kcal_mol=0.0 fmax_ev_per_a=0.56 gap_ev=8.722 smiles=COc1ccc(CN(C)C[C@H]2CCCN(CCc3ccc(F)cc3)C2)cc1OC mol_weight_g_mol=400.54
C 0.959 1.349 -6.334
O 0.300 1.221 -5.100
C 0.871 0.435 -4.143
C 2.066 -0.248 -4.276
C 2.561 -1.018 -3.231
C 1.873 -1.119 -2.037
C 0.657 -0.448 -1.906
C 0.147 0.323 -2.935
O -1.028 1.011 -2.888
C -1.872 0.809 -1.784
H -2.772 1.386 -1.992
H -2.138 -0.246 -1.673
H -1.424 1.169 -0.850
H 0.107 -0.543 -0.982
C 2.452 -1.870 -0.863
N 3.352 -1.083 -0.022
C 4.580 -0.729 -0.701
H 5.276 -0.314 0.028
H 4.439 0.005 -1.507
H 5.025 -1.630 -1.122
C 2.727 0.078 0.590
C 1.763 -0.302 1.716
C 2.478 -1.083 2.815
C 1.492 -1.398 3.934
C 0.846 -0.110 4.435
N 0.175 0.572 3.344
C -0.676 1.654 3.796
H -0.777 2.383 2.988
C -2.080 1.134 4.153
C -2.751 0.583 2.930
C -3.686 1.333 2.229
C -4.275 0.842 1.077
C -3.908 -0.413 0.630
C -2.972 -1.180 1.299
C -2.400 -0.674 2.451
H -1.666 -1.254 2.986
H -2.709 -2.156 0.919
F -4.478 -0.904 -0.495
H -5.009 1.413 0.531
H -3.965 2.313 2.588
H -2.663 1.958 4.567
H -1.994 0.356 4.911
H -0.248 2.176 4.668
C 1.124 0.951 2.317
H 0.587 1.496 1.536
H 1.917 1.614 2.713
H 0.109 -0.343 5.207
H 1.621 0.535 4.891
H 0.714 -2.063 3.556
H 1.997 -1.898 4.762
H 2.903 -1.996 2.398
H 3.299 -0.480 3.210
H 0.951 -0.919 1.323
H 3.527 0.687 1.022
H 2.202 0.704 -0.153
H 3.025 -2.731 -1.218
H 1.647 -2.242 -0.226
H 3.492 -1.549 -3.367
H 2.628 -0.194 -5.195
H 0.331 2.005 -6.935
H 1.949 1.804 -6.219
H 1.060 0.383 -6.841